The following is a quantum chemistry calculation of an isolated ion of composition C12H12BrN2 and charge +1 in a non-equilibrium geometry, from OMol25.

Properties
lowest unoccupied orbital energy	-3.504	eV
SMILES string	Br[C@H]1Cn2ccc[n+]2[C@@H]1c1ccccc1
E_HOMO	-12.6631	eV
net charge	+1

Last column: Mulliken charge in e.
CARTESIAN COORDINATES (ANGSTROEM)
Br -3.78423 -1.11916 0.16634  -0.047
C -1.96858 -0.92811 -0.55587  -0.535
C -1.85699 0.33226 -1.49540  -0.615
N -1.73942 1.35724 -0.53306  0.235
C -1.99395 2.63696 -0.45336  0.037
C -1.57136 3.08217 0.79958  -1.004
C -1.05740 1.96820 1.46018  -0.134
N -1.15826 0.89971 0.61529  0.125
C -0.97607 -0.50630 0.58009  -0.097
C 0.50531 -0.98986 0.43266  0.193
C 0.84969 -2.30902 0.44358  -0.341
C 2.16998 -2.69944 0.30507  -0.506
C 3.13322 -1.75327 0.14505  -0.364
C 2.81045 -0.46790 -0.03732  -0.485
C 1.55518 -0.02368 0.13090  -0.452
H -1.87042 -1.82003 -1.03332  0.656
H -0.85413 0.39500 -2.00081  0.342
H -2.80804 0.29459 -2.23506  0.378
H -2.38916 3.25137 -1.27450  0.437
H -1.33739 4.02946 1.11703  0.454
H -0.81618 1.82192 2.44182  0.564
H -1.41686 -1.05391 1.51780  0.519
H 0.19034 -3.19841 0.55322  0.332
H 2.49011 -3.75840 0.55949  0.295
H 4.19886 -2.11867 -0.15496  0.273
H 3.57240 0.33274 -0.28806  0.282
H 1.34499 0.96329 -0.03005  0.456